Record 1
# C48H37F5LaN5O4PS2

A structure of composition C48H37F5LaN5O4PS2 at a distorted geometry (the ωB97M-V functional and the def2-TZVPD basis, OMol25).

Properties
E_LUMO, eV: -3.309
Gap between HOMO and LUMO, eV: 6.7
Charge: +1
Molar mass, g/mol: 1076.9

The geometry in XYZ format:
```
103
Properties=species:S:1:pos:R:3:forces:R:3
La 13.7352 -19.4425 6.1496 0.2 -0.3 -0.8
S 11.9096 -25.4956 6.7213 1.7 -1.3 -0.4
C 11.9540 -27.2245 6.3816 -2.1 0.5 -0.1
C 13.1915 -27.7478 6.4837 0.5 -0.3 0.4
C 14.1778 -26.7844 6.8299 0.7 0.7 -0.1
C 13.6916 -25.5197 6.9233 -1.9 0.1 0.0
C 14.3684 -24.2871 7.3024 -0.4 0.1 -0.5
C 14.0353 -23.0322 6.6944 0.3 -1.0 1.1
N 14.6162 -21.9128 7.0082 0.9 0.4 0.9
C 15.6220 -21.9368 7.9799 -0.9 -0.4 -1.7
C 16.0646 -23.1418 8.5532 -1.7 0.7 -0.4
C 17.0780 -23.0924 9.5160 1.2 0.6 -0.1
C 17.7223 -21.9420 9.8251 -1.7 0.0 -0.3
C 17.2373 -20.6912 9.2834 0.2 -2.1 0.5
C 17.7014 -19.5177 9.8133 -0.1 1.9 -0.7
C 17.3497 -18.3218 9.2062 0.2 -0.6 -0.1
C 16.5078 -18.4154 8.0897 -0.2 0.5 -0.7
N 15.9376 -19.5169 7.6764 -0.4 -1.3 -0.1
C 16.2574 -20.7041 8.2904 0.3 1.2 0.2
C 17.8962 -17.0182 9.4905 -0.6 1.2 0.5
C 17.2988 -15.7870 9.2148 0.3 -1.0 -0.2
C 18.1695 -14.7348 9.5039 0.6 0.9 0.5
C 19.3589 -15.1085 10.0450 0.1 -1.0 0.3
S 19.4246 -16.8133 10.2375 0.2 0.2 -0.4
C 15.3512 -24.3275 8.2330 1.3 1.4 -0.6
H 10.9569 -27.7070 6.1633 1.5 0.4 0.3
H 13.4624 -28.7908 6.4108 -0.3 -0.1 -0.2
H 15.2534 -26.9628 6.9906 -0.7 -0.2 -0.2
H 13.2395 -23.0302 5.9811 -0.4 0.2 -0.6
H 17.3851 -24.0115 9.9265 0.4 -1.0 0.6
H 18.4714 -21.9497 10.5757 0.7 0.2 0.5
H 18.3380 -19.5406 10.6632 0.6 0.0 0.6
H 16.3329 -17.5280 7.4553 0.0 -0.4 0.5
H 16.2952 -15.6274 8.8245 0.3 -0.3 0.0
H 17.9809 -13.6856 9.4192 -0.5 0.3 -0.3
H 20.1935 -14.5167 10.3845 -0.1 0.1 0.0
H 15.7508 -25.2446 8.5753 -0.1 -0.9 0.7
N 12.8037 -10.3816 0.3321 -0.3 -0.8 0.4
C 12.8206 -11.3153 1.0135 0.4 2.0 -1.0
C 13.0641 -12.4022 1.8740 0.0 -0.5 0.1
C 12.7607 -13.6649 1.4353 -1.2 -0.7 -2.4
C 12.9562 -14.7754 2.1987 0.1 -1.1 0.4
C 13.5308 -14.6195 3.4603 -0.4 -0.6 0.6
C 13.9462 -13.3504 3.8785 0.1 -0.7 -0.3
C 13.6951 -12.2481 3.0851 0.3 1.2 0.9
C 13.6441 -15.8411 4.3695 -0.5 0.5 -0.9
C 14.8712 -16.4946 4.3098 0.3 -1.0 1.0
C 16.0766 -16.1754 3.6398 -1.0 1.3 -0.1
C 17.0264 -17.0982 3.9473 0.7 -0.9 0.0
C 16.3630 -18.0135 4.7831 -0.5 -0.7 0.8
N 15.0971 -17.6524 5.0465 0.7 -0.5 -0.3
C 12.5019 -16.2444 5.1049 0.2 1.1 -0.1
C 11.3291 -15.4502 5.2811 -0.7 -0.1 0.5
C 10.5898 -16.0013 6.3328 1.2 -0.3 -0.4
C 11.3466 -17.1204 6.7533 0.1 -0.2 -1.4
N 12.4394 -17.2930 6.0023 0.4 -0.2 0.3
H 12.3229 -13.8136 0.4124 0.4 0.4 1.1
H 12.6831 -15.7608 1.7676 0.2 0.7 0.7
H 14.5490 -13.2764 4.7671 -0.2 0.2 0.4
H 13.9488 -11.2232 3.4076 0.0 -0.8 -0.1
H 16.1228 -15.2708 3.0802 0.5 0.3 -0.6
H 18.0653 -17.1878 3.6354 -0.4 0.2 0.0
H 16.7189 -18.9510 5.2467 0.2 0.7 -0.4
H 11.0380 -14.6074 4.6762 0.1 0.2 0.1
H 9.6780 -15.7013 6.7996 -0.4 0.3 -0.1
H 11.1169 -17.9330 7.4077 -0.4 0.1 0.8
F 9.9023 -23.6283 10.5031 0.1 0.6 -0.4
C 10.6024 -22.6119 9.9588 -0.2 -0.3 0.2
C 11.5994 -22.0043 10.6792 0.7 1.1 -0.2
F 11.7798 -22.2821 11.9618 0.1 -0.3 0.2
C 12.4089 -21.0235 10.0779 -1.0 -0.8 -0.8
F 13.3963 -20.4741 10.7459 0.7 0.5 0.9
C 12.2147 -20.6001 8.7562 -1.3 -0.3 -0.1
O 12.8570 -19.5996 8.2157 0.4 0.1 0.2
C 11.1740 -21.2471 8.0421 0.9 0.2 1.1
F 10.9947 -20.9761 6.7206 0.2 0.2 0.3
C 10.3928 -22.1910 8.6517 0.2 -0.5 0.0
F 9.5020 -22.8089 7.9121 -1.0 -0.7 -0.6
C 14.3960 -20.8658 -0.3183 -1.3 -1.1 1.0
C 13.0546 -20.7728 0.4186 -0.6 0.6 0.1
O 13.2970 -20.3731 1.8134 0.1 -0.8 0.7
P 13.0222 -21.4189 3.0489 0.3 1.4 0.5
O 14.4011 -21.2530 3.9911 -1.4 0.4 -0.4
C 15.6567 -21.6500 3.4492 -0.5 -0.7 -0.4
C 16.0103 -23.0291 3.8805 -0.3 -1.6 -1.8
O 12.2746 -20.3915 4.2003 0.0 -0.2 -1.2
C 10.9218 -19.9787 3.8537 -0.6 -0.3 -0.8
C 10.8003 -18.6965 3.0650 2.0 -0.7 -2.2
H 14.2363 -21.0910 -1.3665 0.0 -0.2 -0.1
H 14.8743 -21.7028 0.2026 0.6 0.2 -0.6
H 14.9545 -19.9530 -0.2283 0.3 0.3 0.2
H 12.4268 -21.7010 0.4359 0.8 0.6 -0.3
H 12.4380 -19.9566 0.0110 0.1 -0.3 0.1
H 16.3267 -20.9767 3.8868 1.3 1.2 0.1
H 15.6439 -21.5638 2.3634 0.1 0.2 0.0
H 16.3142 -23.0542 4.8907 0.2 -0.2 1.2
H 16.8453 -23.4115 3.2471 -0.5 0.2 0.5
H 15.1371 -23.7162 3.7155 0.8 0.5 0.2
H 10.4025 -19.7512 4.7460 -0.4 -0.6 1.3
H 10.4219 -20.8173 3.3219 0.3 0.4 0.4
H 10.9234 -17.8236 3.6757 -0.2 0.5 0.3
H 9.8865 -18.7160 2.4682 -0.1 0.3 0.4
H 11.6402 -18.6965 2.2994 -0.9 0.3 0.8
```
Positions in Å, forces in eV/Å.

***

Record 2
# C48H37GeIN2O3PS5W

A structure of composition C48H37GeIN2O3PS5W at a distorted geometry (the ωB97M-V functional and the def2-TZVPD basis, OMol25).

Properties
E_LUMO, eV: 1.920
Gap between HOMO and LUMO, eV: 6.3
Charge: -1
Energy relative to the best compared isomer or geometry (same formula, charge and spin), eV: 0.6890
Molar mass, g/mol: 1264.5

The geometry in XYZ format:
```
99
Properties=species:S:1:pos:R:3:forces:R:3
W -0.5428 -0.6392 -0.2734 0.2 -0.7 0.6
N -1.8540 -1.0987 -2.2854 -0.3 0.4 -0.2
C -3.2633 -1.3525 -1.9516 0.2 -0.2 -0.1
C -3.6166 -0.6776 -0.6544 0.2 0.2 0.7
O -4.7539 -0.2716 -0.4381 -0.1 -0.1 -0.1
N -2.5784 -0.6136 0.2249 -0.4 -0.1 -0.2
C -2.8009 0.1584 1.4352 -0.1 -0.1 -0.2
C -2.0288 1.4467 1.2665 0.5 0.3 -0.2
O -2.2843 2.4890 1.8314 0.0 -0.1 0.1
O -1.0176 1.2987 0.4298 -0.4 0.1 -0.1
H -1.7882 -0.3636 -2.9797 0.1 0.0 -0.1
H -1.4245 -1.9190 -2.6959 0.1 -0.1 0.0
H -3.3801 -2.4228 -1.7868 -0.1 0.0 0.0
H -3.9526 -1.0379 -2.7336 0.0 0.1 0.0
H -2.3641 -0.3692 2.2871 0.0 0.0 0.1
H -3.8566 0.3365 1.6154 0.0 0.1 0.0
I 1.8620 0.5909 0.3622 0.4 0.6 0.0
C 3.0607 1.8020 -0.8914 0.5 0.3 -0.4
C 4.3608 1.7438 -0.4587 0.3 0.1 -0.1
C 5.3838 2.5545 -0.9990 -0.1 -0.2 0.1
C 5.0700 3.4397 -1.9725 -0.1 0.1 -0.1
C 3.7414 3.5298 -2.4672 0.1 0.1 0.0
C 3.4878 4.4883 -3.4768 0.1 0.0 0.0
C 2.2495 4.6197 -4.0172 -0.2 0.0 0.0
C 1.2263 3.7592 -3.5835 0.1 0.1 -0.1
C 1.4098 2.8118 -2.6082 0.0 -0.1 0.2
P -0.0797 1.7213 -2.3360 0.0 0.3 -0.1
C -1.3923 2.9189 -1.8937 0.1 0.1 0.0
C -2.7081 2.4555 -1.8244 -0.1 0.0 0.0
C -3.7250 3.2479 -1.3182 0.1 0.0 0.0
C -3.4409 4.5295 -0.8643 0.1 0.0 0.0
C -2.1367 4.9943 -0.9052 0.0 0.0 0.0
C -1.1185 4.1918 -1.4077 0.0 0.1 0.0
C -0.4300 1.3203 -4.0976 0.1 0.0 -0.1
C 0.4762 0.4610 -4.7301 0.0 0.0 0.0
C 0.2650 0.0382 -6.0323 0.0 0.0 0.0
C -0.8588 0.4615 -6.7338 0.0 0.0 0.0
C -1.7532 1.3274 -6.1255 0.0 0.0 0.1
C -1.5399 1.7560 -4.8173 0.0 0.0 -0.1
C 2.6970 2.6883 -1.9739 -0.1 -0.2 0.2
H 4.6350 1.0652 0.3415 -0.1 0.0 0.0
H 6.3979 2.4675 -0.6293 0.0 0.0 0.0
H 5.8229 4.0929 -2.3988 0.0 0.0 0.0
H 4.3102 5.1128 -3.8079 0.0 0.0 0.0
H 2.0485 5.3553 -4.7855 0.0 0.0 0.0
H 0.2551 3.8425 -4.0558 0.0 0.0 0.0
H -2.9535 1.4427 -2.1241 0.0 0.0 0.0
H -4.7262 2.8421 -1.2442 0.0 0.0 0.0
H -4.2275 5.1463 -0.4476 0.0 0.0 0.0
H -1.8990 5.9765 -0.5151 0.0 0.0 0.0
H -0.1009 4.5613 -1.3937 0.0 0.0 0.0
H 1.3484 0.1104 -4.1921 0.0 0.0 0.0
H 0.9769 -0.6352 -6.4945 0.0 0.0 0.0
H -1.0300 0.1193 -7.7475 0.0 0.0 0.0
H -2.6242 1.6795 -6.6652 0.0 0.0 0.0
H -2.2434 2.4468 -4.3728 0.0 0.0 0.1
S 0.5708 -6.6494 -4.7010 0.0 0.1 0.2
C 0.4227 -5.3990 -3.6216 -0.2 -0.1 -0.4
S -0.7172 -5.3680 -2.3369 -0.2 -0.2 0.2
C -0.3467 -3.7852 -1.7015 -0.2 -0.1 0.1
C 0.6092 -3.1168 -2.3633 0.2 0.1 -0.2
S 1.2012 -1.5450 -1.8828 0.1 -0.1 -0.1
S 1.3142 -3.9378 -3.7301 0.2 0.1 -0.1
S -1.1607 -3.1692 -0.2955 0.1 -0.2 -0.1
C 0.1214 -1.0944 1.2928 -0.7 -0.6 0.9
Ge 0.3802 -1.7133 3.1042 0.1 0.1 -0.5
C -0.2259 -0.2989 4.2802 -0.2 0.3 0.2
C 0.1723 1.0254 4.0739 -0.1 0.0 0.0
C -0.3193 2.0520 4.8674 0.0 -0.1 0.0
C -1.2173 1.7684 5.8878 0.0 0.0 0.0
C -1.6227 0.4600 6.1078 0.0 0.0 0.0
C -1.1337 -0.5665 5.3063 0.0 0.1 0.0
C 2.2678 -2.0591 3.3582 0.4 0.0 0.0
C 2.9354 -2.8904 2.4524 0.1 0.1 0.1
C 4.3012 -3.1121 2.5688 0.0 0.0 0.0
C 5.0208 -2.5023 3.5912 0.0 0.0 0.0
C 4.3725 -1.6713 4.4937 -0.1 0.0 0.0
C 3.0026 -1.4509 4.3747 0.1 -0.1 0.0
C -0.6337 -3.3068 3.5043 -0.2 -0.3 0.1
C -0.1449 -4.2376 4.4217 -0.1 -0.1 0.0
C -0.8974 -5.3558 4.7670 0.0 0.1 0.0
C -2.1471 -5.5537 4.1956 0.0 0.0 0.0
C -2.6442 -4.6351 3.2800 0.1 0.0 0.0
C -1.8913 -3.5198 2.9376 0.0 -0.1 0.1
H 0.8491 1.2716 3.2630 0.0 0.0 0.0
H -0.0221 3.0745 4.6700 0.0 0.0 0.0
H -1.6161 2.5707 6.4967 0.0 0.0 0.0
H -2.3348 0.2375 6.8937 0.0 0.0 0.0
H -1.4752 -1.5819 5.4776 0.0 0.0 0.0
H 2.3888 -3.3565 1.6375 0.0 0.0 0.0
H 4.8062 -3.7543 1.8572 0.0 0.0 0.0
H 6.0876 -2.6712 3.6794 0.0 0.0 0.0
H 4.9310 -1.1911 5.2886 0.0 0.0 0.0
H 2.5065 -0.7938 5.0821 0.0 0.0 0.0
H 0.8350 -4.1016 4.8689 0.0 0.0 0.0
H -0.5043 -6.0744 5.4763 0.0 0.0 0.0
H -2.7313 -6.4279 4.4572 0.0 0.0 0.0
H -3.6135 -4.7890 2.8215 0.0 0.0 0.0
H -2.2882 -2.8209 2.2107 0.0 0.0 0.0
```
Positions in Å, forces in eV/Å.

***

Record 3
# C48H37IrN9O4S

A structure of composition C48H37IrN9O4S at a distorted geometry (the ωB97M-V functional and the def2-TZVPD basis, OMol25).

Properties
E_LUMO (alpha / beta), eV: -4.845 / -7.999
<S²>: 8.840
Multiplicity: 6
Gap between HOMO and LUMO (alpha / beta), eV: 4.3 / 3.9
Charge: +2
Energy relative to the best compared isomer or geometry (same formula, charge and spin), eV: 3.0382
Molar mass, g/mol: 1028.2

The geometry in XYZ format:
```
100
Properties=species:S:1:pos:R:3:forces:R:3
Ir 1.3117 3.3890 0.2851 -0.1 1.3 -4.4
O 0.7963 2.1924 4.1427 -0.3 0.9 -1.3
C 0.6819 2.7051 3.0316 1.7 -1.6 -0.2
N 1.7236 2.7156 2.0337 -0.3 -1.4 5.1
C 2.9571 1.9300 2.3884 -2.0 1.0 0.1
C 3.6988 1.7339 1.0982 -1.4 1.2 -0.5
C 4.8175 0.9472 1.0677 0.6 -0.5 -1.6
C 5.4304 0.8483 -0.1909 0.5 1.1 -1.0
C 5.0038 1.6344 -1.2733 -0.7 -0.6 1.1
C 3.8330 2.3943 -1.1573 0.9 -1.4 1.6
N 3.1365 2.4367 -0.0083 4.6 -2.8 1.2
C -0.6198 3.2089 2.4761 0.6 1.7 -1.9
C -1.7880 3.3529 3.1653 0.3 -1.2 0.7
C -2.8944 3.8077 2.4868 -0.6 0.6 -0.5
C -2.7968 4.1555 1.1476 -1.7 0.6 -0.4
C -1.5792 4.0899 0.5026 -0.5 0.0 0.6
N -0.5259 3.6630 1.1748 -1.7 -0.9 2.1
H 2.6484 1.0249 2.9238 0.1 -0.3 -0.5
H 3.4962 2.4665 3.1744 0.4 0.2 -0.4
H 5.2261 0.3627 1.9035 -0.5 0.5 -0.2
H 6.3449 0.3021 -0.4043 -0.2 -0.3 0.6
H 5.5274 1.5705 -2.2095 0.1 0.1 -0.2
H 3.4596 2.8892 -1.9976 -0.7 0.9 -1.1
H -1.8075 2.9306 4.1636 -0.2 0.4 0.1
H -3.8392 3.9521 2.9863 -0.1 -0.2 0.1
H -3.7102 4.5034 0.5977 1.0 -0.4 0.6
H -1.4667 4.3833 -0.5374 0.2 -0.1 0.1
C -2.7859 -12.1800 0.8379 0.6 -1.5 1.1
O -3.1045 -11.3910 2.0276 0.7 1.1 -0.2
C -2.5505 -10.1739 2.1458 0.5 1.1 -0.9
C -1.3809 -9.7652 1.4020 0.4 -1.3 0.7
C -0.7738 -8.5496 1.6828 -0.9 -0.5 0.0
C -1.4232 -7.5492 2.4632 0.8 0.3 -0.1
C -2.6292 -7.9196 3.1313 0.2 -0.2 0.0
C -3.1750 -9.1718 3.0009 0.0 -1.6 -1.0
C -0.7905 -6.2193 2.4319 -1.1 -1.1 0.1
N 0.4522 -5.9966 2.0141 0.2 1.8 -0.2
C 0.5482 -4.6230 1.9060 0.2 -2.6 -0.1
C -0.5879 -3.9550 2.3647 -2.7 -3.6 0.3
N -1.4821 -5.0491 2.6403 -0.9 1.3 0.4
C -0.8972 -2.6203 2.1695 0.8 1.6 -0.4
C -2.0142 -1.9247 2.6498 0.0 1.3 -1.7
C -2.2640 -0.6276 2.1257 -0.5 -1.4 1.1
C -1.3286 -0.1167 1.2206 -0.6 0.3 -0.5
N -0.2311 -0.7474 0.8032 -0.2 0.5 0.6
C 0.0394 -1.9448 1.3071 -1.5 0.6 0.3
C 1.2456 -2.5827 0.8504 2.4 -1.3 0.0
N 2.1470 -1.8759 0.1589 -1.2 0.1 -0.1
C 3.2160 -2.4763 -0.3258 0.3 -0.1 0.2
C 3.5939 -3.8096 -0.0386 -0.5 0.4 -0.6
C 2.6685 -4.5610 0.6923 1.6 0.4 -1.0
C 1.5279 -3.9467 1.1561 -0.3 1.5 0.1
H -3.4841 -13.0214 0.9292 0.1 0.4 -0.3
H -1.7524 -12.6702 0.8446 -1.2 1.1 0.2
H -2.9673 -11.5923 -0.0453 0.0 0.2 -0.3
H -0.8161 -10.5168 0.7639 -0.9 1.1 0.9
H 0.2132 -8.3848 1.2944 0.1 0.4 -0.3
H -3.0974 -7.2850 3.8638 -0.1 0.5 -0.1
H -4.1425 -9.4824 3.4267 0.7 0.4 0.2
H -2.5411 -5.0482 2.6537 2.0 0.4 0.2
H -2.7075 -2.4479 3.2640 -0.5 0.0 0.6
H -3.2219 -0.1065 2.3889 1.3 -0.4 -0.3
H -1.5516 0.8458 0.7307 0.3 -0.4 0.3
H 3.7468 -1.8114 -1.0052 0.5 -0.4 0.2
H 4.5336 -4.1864 -0.4928 -0.9 0.0 0.6
H 2.8075 -5.6122 0.8333 0.1 -0.4 0.3
C -4.7137 1.5419 -5.2474 0.5 -0.5 0.2
C -3.3075 1.8214 -4.7939 0.9 -1.1 -0.3
C -2.1919 0.9606 -5.0572 -1.0 1.3 -0.2
C -0.9220 1.3391 -4.6421 -0.9 -0.1 0.7
C -0.7959 2.5245 -3.8929 0.9 0.0 0.7
C -1.8642 3.3479 -3.6231 0.8 0.2 0.4
C -3.0876 2.9651 -4.0599 -2.1 0.2 0.0
S 0.7276 2.7163 -2.9482 2.7 0.3 0.2
O 1.8269 3.1700 -3.7839 -0.7 -0.9 -0.6
O 0.9037 1.4829 -2.2125 -0.5 0.4 -0.2
N 0.8527 3.9026 -1.7176 -1.6 -0.7 0.1
C 0.9736 5.2313 -2.0217 0.4 0.6 -1.7
C 0.8248 5.7799 -3.3382 0.1 -1.1 2.4
C 1.1316 7.1131 -3.5401 0.7 1.2 0.2
C 1.4298 7.9685 -2.4760 -0.7 -1.1 -0.3
C 1.4465 7.4707 -1.1260 0.4 0.5 -2.1
C 1.6467 8.3543 -0.0642 -0.3 -1.5 0.8
C 1.8594 7.7431 1.1687 0.9 0.1 0.7
C 1.9316 6.3291 1.3553 -0.1 1.5 -3.4
N 1.7137 5.5449 0.2569 0.0 -0.1 2.4
C 1.4170 6.0641 -0.9396 -0.7 1.4 -0.4
H -5.2799 2.4608 -5.1397 -0.3 -0.1 -0.3
H -5.1688 0.7850 -4.5989 0.0 0.0 -0.2
H -4.7038 1.1794 -6.2806 -0.3 0.1 0.2
H -2.3528 0.0369 -5.6137 0.2 0.2 0.1
H -0.1310 0.6268 -4.7816 0.5 0.2 0.0
H -1.8062 4.2688 -3.0684 0.4 0.1 0.3
H -3.9823 3.5228 -3.7352 0.6 0.0 -0.4
H 0.5505 5.0880 -4.1224 0.1 0.4 -0.2
H 1.2258 7.4502 -4.5714 -0.3 0.2 0.3
H 1.6645 9.0082 -2.6511 -0.1 0.1 0.0
H 1.5629 9.4260 -0.2604 0.4 -0.3 0.4
H 2.2064 8.3430 2.0050 -0.5 0.0 0.1
H 2.3072 5.9392 2.2837 -0.3 -0.6 0.1
```
Positions in Å, forces in eV/Å.